A structure of composition C48H52N7O3P3PbS2Se2. Source: the Open Molecules 2025 dataset; level of theory: ωB97M-V/def2-TZVPD.

Computed properties:
- E_HOMO: -7.53 eV
- Electronic energy: -9285.67808 Eh

Last column: Löwdin charge in e.
Geometry (Å):
Pb  1.493  1.697  -0.871  0.917
Se  -0.711  3.677  -1.074  0.255
Se  -5.076  -0.797  0.780  0.356
S  0.329  2.629  2.663  0.260
S  2.523  0.471  1.393  0.236
P  -4.026  -1.416  -0.928  0.553
P  -2.257  2.186  -1.252  0.627
P  1.760  1.376  3.034  -0.150
O  6.926  -2.976  1.538  0.059
O  1.347  0.176  3.990  -0.314
O  2.986  1.997  3.849  -0.323
N  1.165  1.395  -3.582  0.103
N  -1.325  -1.685  -0.940  0.007
N  4.854  -1.992  1.523  0.142
N  -0.360  0.230  -0.972  -0.221
N  -0.163  -1.075  -0.892  -0.034
N  4.171  0.862  -1.647  -0.033
N  6.622  -1.220  0.170  0.137
C  6.810  0.956  -0.850  -0.007
C  -4.037  2.486  -5.467  -0.081
C  1.292  1.350  -4.724  -0.166
C  6.256  1.999  -1.569  -0.057
C  -5.669  3.266  0.725  -0.073
C  -3.797  -3.216  -1.065  -0.354
C  2.780  -0.290  5.938  -0.040
C  -2.320  -0.757  -1.038  -0.381
C  -4.785  2.989  -0.309  -0.110
C  -6.432  -0.041  -4.620  -0.089
C  -2.931  -5.170  -2.184  -0.076
C  0.762  1.233  6.146  -0.060
C  -5.143  -1.765  -3.528  -0.065
C  -6.236  0.795  -3.526  -0.080
C  -3.102  2.361  1.311  -0.120
C  1.834  -5.043  5.351  -0.056
C  -3.531  3.483  -3.336  -0.105
C  5.156  2.345  2.741  -0.068
C  4.922  1.920  -1.937  -0.178
C  0.128  0.874  -6.877  -0.091
C  -3.566  -5.985  -1.251  -0.082
C  -3.460  1.295  -5.051  -0.092
C  -5.892  -1.320  -4.616  -0.078
C  -4.426  -4.032  -0.136  -0.100
C  6.038  -0.156  -0.531  -0.219
C  1.379  0.035  5.449  -0.419
C  -3.987  2.646  2.337  -0.068
C  -4.309  -5.417  -0.228  -0.074
C  -2.973  2.275  -2.907  -0.351
C  2.646  -4.272  4.336  -0.289
C  4.039  -4.291  4.359  -0.048
C  6.148  -2.129  1.134  -0.506
C  3.997  2.992  3.484  -0.427
C  1.440  1.277  -6.191  -0.205
C  -4.923  -0.922  -2.440  -0.336
C  -1.691  0.495  -1.050  -0.420
C  4.724  -0.162  -0.985  -0.130
C  2.773  -2.777  2.435  -0.046
C  4.802  -3.571  3.447  -0.012
C  -4.069  3.584  -4.610  -0.069
C  4.163  -2.801  2.478  -0.213
C  3.438  4.188  2.737  -0.076
C  -2.926  1.187  -3.773  -0.088
C  -5.271  3.090  2.043  -0.073
C  -3.041  -3.793  -2.090  -0.121
C  -3.508  2.525  -0.012  -0.378
C  -5.495  0.351  -2.443  -0.127
C  2.031  -3.504  3.354  -0.043
H  0.747  -0.832  5.607  0.135
H  3.219  -1.079  5.326  0.076
H  3.051  3.890  1.760  0.058
H  4.549  -4.881  5.115  0.110
H  -6.670  3.614  0.499  0.108
H  -3.670  2.510  3.365  0.113
H  1.746  -4.486  6.288  0.077
H  4.895  2.141  1.702  0.041
H  -7.021  0.298  -5.466  0.107
H  -3.472  -7.063  -1.321  0.103
H  -6.672  1.789  -3.513  0.112
H  3.422  0.591  5.890  0.074
H  0.290  0.775  -7.951  0.077
H  0.824  -5.235  4.985  0.074
H  5.879  -3.614  3.479  0.100
H  4.437  2.730  -2.481  0.104
H  4.314  -1.209  1.183  0.015
H  2.733  -0.637  6.976  0.086
H  2.301  -6.002  5.584  0.074
H  -4.460  2.565  -6.463  0.108
H  2.229  0.559  -6.407  0.117
H  -0.642  1.625  -6.707  0.071
H  4.080  -1.022  -0.809  0.117
H  0.739  1.053  7.225  0.085
H  -5.967  3.303  2.847  0.107
H  -4.800  -6.049  0.503  0.104
H  -4.750  -2.771  -3.533  0.090
H  -3.522  4.345  -2.677  0.106
H  6.020  3.020  2.764  0.085
H  -5.096  3.131  -1.337  0.090
H  -3.440  0.438  -5.716  0.111
H  2.621  4.657  3.286  0.071
H  7.623  -1.276  0.133  0.138
H  2.264  -2.181  1.681  0.065
H  -2.484  0.253  -3.446  0.102
H  -0.255  1.405  5.794  0.077
H  -0.233  -0.079  -6.491  0.080
H  4.240  4.918  2.589  0.087
H  -2.520  -3.164  -2.801  0.103
H  -6.063  -1.985  -5.456  0.105
H  -2.097  2.021  1.545  0.043
H  1.777  2.250  -6.542  0.116
H  -4.511  4.518  -4.937  0.107
H  4.358  3.321  4.452  0.136
H  5.434  1.400  3.213  0.085
H  -5.000  -3.576  0.661  0.047
H  6.845  2.872  -1.824  0.108
H  -5.382  0.977  -1.567  0.051
H  7.844  1.000  -0.523  0.121
H  0.945  -3.472  3.297  0.118
H  -2.342  -5.612  -2.980  0.104
H  1.347  2.134  5.956  0.074

Cartesian forces (eV/Å) of the 3 atoms listed first:
Pb 0.0188 0.2800 0.3606
Se -0.1822 -0.1878 -0.0156
Se 0.0759 0.0674 0.0708

A structure of composition C48H53As3ClO6RbS7. Source: the Open Molecules 2025 dataset; level of theory: ωB97M-V/def2-TZVPD.

Computed properties:
- Net charge: -2
- E_HOMO: -0.60 eV
- Electronic energy: -12291.09512 Eh

Last column: Löwdin charge in e.
Geometry (Å):
Rb  -2.148  0.134  0.686  0.492
As  -0.529  3.098  1.593  1.075
As  -3.915  3.317  0.106  1.069
As  -2.377  7.061  -1.352  1.107
Cl  -2.117  0.774  -2.609  0.598
S  -1.526  -0.547  3.879  0.305
S  -6.671  -1.650  6.489  0.323
S  -3.609  2.259  3.357  0.396
S  -3.924  -1.610  5.294  0.837
S  1.327  -0.850  -0.125  0.993
S  -5.577  0.632  4.887  0.838
S  -1.127  -3.175  0.411  0.961
O  -2.162  0.548  -4.031  -0.352
O  -2.608  -3.268  0.410  -0.478
O  -1.594  2.086  -2.328  -0.372
O  -3.436  0.638  -2.034  -0.424
O  -1.248  -0.222  -1.991  -0.483
O  0.995  -0.341  1.231  -0.528
C  1.718  -3.097  -5.757  -0.089
C  5.035  1.446  -1.480  -0.277
C  2.213  -5.912  -1.174  -0.019
C  -1.408  4.762  2.213  -0.376
C  -1.596  5.767  -0.083  -0.386
C  4.559  1.570  -0.179  -0.035
C  3.242  -0.104  -1.958  -0.052
C  2.432  -3.333  -3.467  -0.038
C  -1.311  6.450  -2.887  -0.340
C  4.362  0.602  -2.363  -0.038
C  0.410  -3.107  -5.371  -0.028
C  1.079  -3.345  -3.036  -0.110
C  0.307  2.731  3.321  -0.333
C  -2.458  6.976  1.942  -0.094
C  0.134  -4.411  2.428  -0.048
C  3.626  -3.735  1.512  -0.012
C  -3.172  -0.314  4.371  -1.239
C  0.053  -3.235  -4.005  -0.143
C  0.637  -6.769  2.579  -0.272
C  1.795  -3.519  -0.616  -0.150
C  -5.820  3.107  0.531  -0.331
C  3.371  -4.872  0.697  -0.154
C  2.805  0.020  -0.647  -0.346
C  3.028  -2.547  1.242  -0.034
C  -1.618  -3.310  -2.269  -0.045
C  0.730  -3.428  -1.659  -0.159
C  -4.245  4.063  -1.697  -0.345
C  1.079  3.913  0.760  -0.328
C  -2.295  5.601  1.273  -0.685
C  2.455  -4.769  -0.375  -0.106
C  1.272  -7.927  3.300  -0.052
C  2.129  -2.443  0.155  -0.278
C  3.756  -7.199  0.154  -0.092
C  4.005  -6.112  0.945  -0.041
C  -3.974  0.772  4.174  -1.207
C  -0.529  -5.904  0.647  -0.059
C  2.743  -3.214  -4.791  -0.085
C  -1.298  -3.230  -3.590  -0.002
C  0.013  -6.966  1.346  -0.044
C  0.676  -5.487  3.115  -0.026
C  6.221  2.247  -1.948  -0.060
C  -0.598  -3.409  -1.304  -0.286
C  -3.707  5.013  1.109  -0.379
C  -0.443  -4.628  1.185  -0.355
C  -1.203  8.588  -0.922  -0.360
C  3.441  0.865  0.243  -0.069
C  -5.478  -0.944  5.542  -1.567
C  2.852  -7.094  -0.922  -0.079
H  4.696  -6.182  1.778  0.110
H  -3.118  7.625  1.359  0.056
H  4.252  -8.141  0.352  0.097
H  6.863  1.657  -2.602  0.073
H  -2.074  -3.112  -4.335  0.122
H  1.402  -7.707  4.359  0.075
H  -6.216  2.281  -0.061  0.017
H  0.852  3.602  3.694  0.019
H  -0.034  -7.966  0.929  0.113
H  1.367  4.839  1.266  0.014
H  3.780  -3.197  -5.102  0.098
H  -1.302  9.349  -1.698  0.004
H  -6.375  4.019  0.296  0.017
H  4.305  -3.836  2.351  0.115
H  5.060  2.241  0.510  0.112
H  -4.348  5.754  0.617  0.056
H  4.709  0.513  -3.386  0.112
H  -2.898  6.856  2.935  0.087
H  6.818  2.595  -1.104  0.071
H  0.137  -3.410  2.851  0.112
H  -4.126  4.810  2.098  0.049
H  -2.641  -3.250  -1.920  0.116
H  3.033  0.980  1.241  0.107
H  -4.815  4.994  -1.661  0.002
H  5.895  3.126  -2.509  0.082
H  -5.904  2.866  1.590  -0.016
H  -0.588  5.395  2.576  0.067
H  1.130  -5.325  4.086  0.117
H  -0.161  8.269  -0.861  0.017
H  -3.304  4.214  -2.226  -0.025
H  -0.486  2.435  4.008  -0.010
H  0.978  1.878  3.206  0.006
H  -0.270  6.309  -2.591  0.021
H  2.701  -0.736  -2.654  0.106
H  -4.808  3.308  -2.248  0.017
H  1.977  -2.988  -6.803  0.096
H  -1.568  4.805  -0.606  0.047
H  1.900  3.197  0.842  -0.011
H  -1.498  9.024  0.032  -0.002
H  -1.362  7.186  -3.689  0.008
H  0.903  4.110  -0.297  0.004
H  -1.992  4.447  3.083  0.027
H  0.666  -8.830  3.208  0.075
H  -1.490  7.474  2.055  0.076
H  3.221  -3.408  -2.728  0.118
H  -0.382  -2.998  -6.101  0.113
H  -0.557  6.078  0.067  0.065
H  -1.007  -6.054  -0.314  0.123
H  1.507  -5.840  -1.991  0.122
H  3.191  -1.674  1.862  0.119
H  2.654  -7.958  -1.544  0.100
H  2.256  -8.143  2.876  0.069
H  -1.704  5.502  -3.251  0.006

Cartesian forces (eV/Å) of the 3 atoms listed first:
Rb -0.2866 0.1411 0.5952
As -0.0120 0.0319 -0.0397
As -0.0041 -0.1027 -0.0882

Per-record gap between HOMO and LUMO, eV: 7.62; 3.77
Per-record strongest force on any atom, eV/A: 0.6; 0.7
Per-record energy above the lowest of the compared OMol25 structures with the same formula, charge and spin, kJ/mol: 65.1; 0.0